This record from the OMol25 dataset describes a single C3H4F2O molecule in a non-equilibrium geometry. The level of theory is ωB97M-V with the def2-TZVPD basis set.

Cartesian coordinates (Å):
1 O -2.15 -0.11 0.03
2 C -0.77 -0.16 -0.51
3 C 0.20 -0.76 0.55
4 F 1.39 -1.20 -0.21
5 C 0.06 0.74 0.28
6 F 1.24 1.37 -0.11
7 H -2.45 0.82 -0.28
8 H -0.59 -0.31 -1.63
9 H 0.07 -1.36 1.41
10 H -0.38 1.25 1.21

Results
Spin multiplicity: 1
LUMO level: 0.71 eV
Structure (SMILES): O[C@@H]1[C@@H](F)[C@H]1F
M: 94.1 g/mol
Orbital gap: 11.20 eV
Charge: 0
Energy: -10655.4451 eV
Highest occupied orbital energy: -10.48 eV